Computed, not measured: a 2-piece molecular cluster, C7H10Cl2N3S overall at a distorted geometry, with ωB97M-V with the def2-TZVPD basis set.

Output
**Total energy**: -1755.27316 a.u.
**Maximum force**: 5.577 eV/Å
**Net charge**: +1
**Energy above the lowest of the compared OMol25 structures with the same formula, charge and spin**: 0.0 kcal per mole
**LUMO**: -0.1227 Eh
**HOMO energy**: -0.4033 Eh
**M**: 239.2 g/mol

The geometry in XYZ format:
```
23
C7H10Cl2N3S (ωB97M-V with the def2-TZVPD basis set)
H -2.39468 1.44458 -0.30543
H -2.92653 -0.60894 0.89087
H -1.17566 -2.03904 -0.81079
H 0.91850 0.28159 1.40052
S 1.70235 1.30302 -1.86666
H 0.17007 -1.93433 1.82807
Cl -0.94712 2.54168 1.25062
N -0.47187 -2.19779 1.06077
H 0.30500 -0.26481 -3.98073
H -0.52497 -1.59110 -3.05972
Cl -1.64449 0.01108 2.88886
C -2.30335 0.25004 1.36001
C -2.09620 1.40325 0.74887
H 3.52190 2.41169 0.29112
H 2.77158 1.69026 1.59753
C 1.85936 1.14352 -0.08554
H -1.17328 -2.91498 1.18279
C 0.56853 -0.05082 -1.84910
N 1.14573 0.17313 0.41758
C 0.09392 -0.69922 -2.99958
N 2.69148 1.84338 0.67382
C 0.33704 -0.57615 -0.51887
C -0.42729 -1.62004 -0.11502
```

=====

Computed, not measured: a 2-piece molecular cluster, C4H12O overall at a distorted geometry, with ωB97M-V with the def2-TZVPD basis set.

Output
**Total energy**: -234.39962 a.u.
**Maximum force**: 3.895 eV/Å
**Net charge**: +1
**Energy above the lowest of the compared OMol25 structures with the same formula, charge and spin**: 25.7 kcal per mole
**Expectation value of S²**: 0.755
**Multiplicity**: 2
**LUMO (spin up / spin down)**: -0.1489 / -0.3767 Eh
**HOMO energy (spin up / spin down)**: -0.5459 / -0.5456 Eh
**M**: 76.1 g/mol

The geometry in XYZ format:
```
17
C4H12O (ωB97M-V with the def2-TZVPD basis set)
H 0.10636 -1.75076 3.35990
C 0.19587 -0.56066 1.41389
H -0.53801 -0.32907 -2.33980
C 0.85182 -1.26344 2.65746
C -0.38644 0.72808 -2.41505
O 1.18155 -0.30916 0.43779
H 1.99516 0.21849 0.75988
H -1.94975 2.34513 -2.55225
H 1.46646 -2.08102 2.15688
H -2.59103 0.60575 -2.45528
H -2.09572 1.33318 -0.98422
H 0.02207 1.03618 -3.34295
H -0.23654 0.49965 1.69444
H -0.72124 -0.96325 0.89427
H 1.63158 -0.77002 3.12126
C -1.81979 1.31488 -2.01061
H 0.40950 1.01593 -1.68858
```

=====

Computed, not measured: one molecule with the formula C5H7NO, with ωB97M-V with the def2-TZVPD basis set.

Output
**Total energy**: -324.69933 a.u.
**Maximum force**: 0.426 eV/Å
**Net charge**: 0
**Energy above the lowest of the compared OMol25 structures with the same formula, charge and spin**: 15.8 kcal per mole
**LUMO**: 0.0296 Eh
**HOMO energy**: -0.3405 Eh
**M**: 97.1 g/mol

The geometry in XYZ format:
```
14
C5H7NO (ωB97M-V with the def2-TZVPD basis set)
H 0.34013 -0.33731 -2.07111
C -1.45662 -0.57127 -0.77374
C -0.44403 0.08960 1.16760
H -3.23763 -1.12354 -1.34403
H 2.46167 -0.03722 1.03050
C -0.04659 -0.24730 -1.06055
H -0.12619 -0.60372 1.95827
N -2.28410 -0.94517 -1.65524
C 1.96165 0.62248 0.31137
H -0.60403 1.07305 1.62920
O -1.66341 -0.36978 0.57239
H 1.94689 1.61889 0.76903
C 0.56401 0.15396 0.05095
H 2.58825 0.67734 -0.58466
```

=====

Computed, not measured: C31H66BrClF5N7O11PSi2 as an isolated structure at a distorted geometry, with ωB97M-V with the def2-TZVPD basis set.

Output
**Total energy**: -6885.94970 a.u.
**Maximum force**: 2.039 eV/Å
**Net charge**: -1
**Energy above the lowest of the compared OMol25 structures with the same formula, charge and spin**: 0.0 kcal per mole
**LUMO**: 0.0569 Eh
**HOMO energy**: -0.1581 Eh
**M**: 1010.4 g/mol

The geometry in XYZ format:
```
125
C31H66BrClF5N7O11PSi2 (ωB97M-V with the def2-TZVPD basis set)
H -1.00643 0.34367 -2.35683
F -2.04313 3.25493 1.36997
H -6.53430 -2.07500 3.15257
H 3.72202 6.69563 -4.96685
C 6.50936 0.17587 -0.22690
H -8.68428 -9.55880 2.13411
H 5.09802 0.43516 -3.66729
H 9.81120 9.80601 -4.46493
H -5.12818 -1.29585 5.00462
O 6.14468 3.73258 -4.25563
F -4.08744 2.78918 0.81900
H 6.40314 1.04395 -2.63698
H 3.23332 6.62179 -3.26894
O -2.61211 -2.69781 3.41794
N -7.69068 -7.46130 0.62674
H -0.45057 2.01309 5.69291
N 4.28510 4.94848 -3.94535
H 9.03101 6.14853 -6.16263
Si -0.75759 0.36619 1.16203
C 1.28332 -3.87823 1.20038
H -0.16276 -0.85677 -5.72401
H -4.90681 -2.66569 3.38202
C -6.65186 -0.91175 7.96057
H -7.17854 -1.65613 8.54923
C 2.39425 -4.37655 0.30955
H -0.60986 1.66464 -4.16711
C -5.11645 0.61335 5.93078
H 1.76657 1.92535 5.94811
O -0.43341 -1.07116 0.46542
H 1.92078 0.34717 5.24132
C -2.60189 0.96004 0.96672
C -1.81646 -0.11744 -2.91999
H 3.57240 0.64798 -1.70556
O 8.15624 7.97679 -4.90095
H 0.08548 -3.73770 -0.56366
H 2.38729 5.64146 -4.47842
C -5.91409 -2.96904 3.11009
Si -1.23748 -2.49015 1.00532
H 1.50099 -2.91081 1.63032
C -0.05505 1.20095 5.08199
Cl 3.99797 -3.95176 1.04848
H 11.47932 5.70559 -6.16054
N -0.18467 0.38499 2.78316
H -6.90650 -9.66007 2.10886
C -0.17866 1.14563 -5.01570
H 5.06613 2.10050 -3.07069
C -7.76112 -8.45665 -0.42411
C -1.46678 -2.60641 2.89787
C -2.78879 2.45934 0.59656
N -0.51059 -0.26577 -4.98705
H -0.55839 1.59716 -5.93536
H -8.64510 -8.28213 -1.04142
H 11.72491 7.44527 -6.36109
H 11.14947 8.64930 -4.47340
C -0.67706 1.40217 3.70481
C 5.89634 5.66483 -5.64645
C -5.93344 -3.60290 1.71713
C -4.10667 -2.56395 0.75731
N 4.57519 0.64959 -1.65783
H 6.69781 -0.17745 0.78194
C -2.81698 -2.79934 -0.00237
H -1.74889 1.32711 3.85351
H 10.98564 6.50470 -7.66349
H 4.05151 4.27456 -3.23349
H -7.63225 -6.49024 0.36363
N -5.44556 -0.79263 5.82160
C -1.25592 -0.93324 -4.05887
C -7.76031 -9.08530 2.46950
F -3.13080 0.29937 -0.09613
O 1.53529 0.92826 -0.92394
C 9.30400 7.92344 -5.30798
C 5.01646 0.22890 -0.45049
H -0.45187 2.43329 3.41577
C 3.35920 6.04048 -4.18333
H -7.34078 -0.10068 7.72003
H 0.90591 1.27134 -4.98793
H 1.87734 1.80268 4.21121
H -2.48071 0.65633 -3.30897
Br 1.73458 3.05507 1.32278
H -3.99714 -1.88777 1.60184
F -2.55936 2.69249 -0.69503
H 6.97616 -0.51101 -0.93355
O -1.44512 -2.13142 -4.16638
H 6.85068 5.33712 -6.04305
H 10.65506 9.45737 -5.98041
H -7.81668 -9.45748 -0.01096
C 5.46701 4.70090 -4.56801
O -7.61756 -6.71280 2.73631
H -0.40385 0.28186 5.53370
O -4.65040 -3.79294 1.20310
H -6.87534 -8.38746 -1.05844
H -4.03174 0.73913 5.91910
H 0.82856 0.37704 2.74456
C 11.05746 6.62004 -6.58059
H -4.84765 -2.10767 0.08720
C -0.08736 -3.89961 0.50775
H -5.82212 -0.51931 8.54989
H 6.01598 6.66814 -5.24010
H 5.16611 5.67874 -6.45743
C 1.47399 1.32314 5.09478
H -6.25953 -3.62696 3.89618
H 6.94770 1.16794 -0.34208
C -6.14077 -1.56846 6.69542
C 5.33563 1.08217 -2.81952
F -3.37659 0.74015 2.04166
O -6.32734 -2.74486 6.45016
H 2.38622 -3.94892 -0.68327
O -0.35429 -2.63845 3.49193
H -5.50785 1.03811 6.84918
H 2.41037 -5.45426 0.26016
H -5.53768 1.15871 5.08331
H -0.59276 -4.85632 0.57940
H -7.74367 -9.07753 3.55433
C 10.30022 9.02859 -5.04254
H -2.78975 -2.22945 -0.92346
H -2.82238 -3.84071 -0.31386
C -7.68522 -7.65762 1.97578
N 9.73807 6.85189 -6.02315
H -2.38188 -0.76028 -2.25754
H 1.95416 0.33620 -0.27630
H -6.46751 -4.54419 1.77930
H -6.52712 -2.96083 1.05678
O 4.21717 -0.08988 0.41975
P 0.46000 1.86485 -0.08416
H 1.22710 -4.54234 2.05503
```